Entry 1:
Entry from OMol25: a cluster of 2 separate species, C8H13FOS in total in a non-equilibrium geometry (ωB97M-V with the def2-TZVPD basis set).

Geometry (Å):
S (-3.474420, -0.329109, -0.801530)
F (5.000651, 2.099293, -0.474726)
O (2.497265, -1.200726, -0.803696)
C (5.437189, 0.808432, -0.388836)
C (-1.936297, -0.828199, -0.094464)
C (-3.952331, 0.974456, 0.339910)
C (4.683141, -0.240765, -0.171488)
C (2.391409, -1.180144, 0.667418)
C (-1.015650, -1.768248, -0.301186)
C (-5.272828, 1.542537, -0.130008)
C (3.165774, -0.153694, -0.048902)
H (-3.144136, 1.686939, 0.199526)
H (6.548598, 0.800732, -0.528922)
H (1.452083, -0.851494, 1.153248)
H (0.131226, -1.790427, 0.053884)
H (-3.508729, 0.587051, 1.350140)
H (-1.676614, -0.140644, 0.743952)
H (-1.236543, -2.614833, -1.010369)
H (5.138501, -1.173728, -0.201842)
H (-5.514015, 1.429855, -1.286290)
H (-6.061016, 0.814933, 0.543824)
H (2.881589, 0.884633, -0.134736)
H (-5.399563, 2.738848, 0.200988)
H (2.864711, -2.095691, 1.124106)

Cartesian forces, eV/Å:
0.3 -1.7 -0.7
-0.2 -0.8 0.2
-0.6 1.1 1.6
2.0 1.1 -0.3
1.0 1.3 1.9
3.6 0.0 0.3
-2.3 1.4 0.1
0.6 -0.5 -0.3
1.5 -1.7 -1.3
-3.2 0.2 2.3
2.2 -1.3 -0.3
-0.1 0.7 -0.4
-1.2 -0.2 0.1
0.4 -0.3 -0.7
-3.4 0.3 -0.4
-2.7 0.6 -0.9
-0.1 -0.1 -0.8
0.3 1.0 0.5
0.7 -1.6 0.1
0.8 0.1 2.6
1.4 2.5 -2.3
-0.9 -0.1 -0.1
0.2 -3.5 -0.9
-0.3 1.3 -0.4

Its LUMO energy is 0.87 eV. As for the net charge: 0. The HOMO energy is -8.11 eV. The value obtained for the total energy is -24101.53536 eV.

=====

Entry 2:
Entry from OMol25: a cluster of 10 separate species, C48H108F8N10O16S8 in total in a non-equilibrium geometry (ωB97M-V with the def2-TZVPD basis set).

Geometry (Å):
S (-4.457174, -6.313041, -1.302138)
S (5.062456, 0.958869, 1.898362)
S (1.385986, 3.155169, 7.800732)
S (7.364016, 1.473919, 1.830022)
S (2.055916, 2.863669, 5.555352)
S (0.807716, 0.163609, 1.521432)
S (-3.890344, -4.159991, -0.485448)
S (-0.852744, -1.263931, 0.732712)
F (-4.162194, -2.652041, -0.702968)
F (1.117966, 3.041249, 4.312542)
F (1.057356, 4.416169, 8.731752)
F (8.598946, 1.200969, 0.844552)
F (-5.483584, -6.744891, -2.468078)
F (0.877876, 1.805899, 1.741832)
F (4.354986, -0.440531, 1.696362)
F (-2.181434, -1.237361, -0.192938)
O (1.998266, 1.414769, 5.677722)
O (1.040356, -0.306971, 2.888972)
O (7.066086, 2.844459, 1.522482)
O (5.096116, 1.067679, 3.336772)
O (-1.341674, -2.060391, 1.890452)
O (8.048066, 1.159209, 3.080932)
O (-5.090214, -6.914741, -0.099118)
O (3.334026, 3.450349, 5.116322)
O (-4.484884, -4.350851, 0.827482)
O (1.898176, 0.010549, 0.513842)
O (4.209136, 1.851829, 1.112042)
O (2.795156, 2.957499, 8.148972)
O (0.047426, -1.977871, -0.162218)
O (-3.194574, -6.954871, -1.714388)
O (0.417346, 2.156089, 8.195602)
O (-2.404864, -4.220511, -0.608408)
N (1.493226, -6.350741, 1.823642)
N (6.073906, 6.172049, -1.089208)
N (-5.031454, -3.037371, -5.171448)
N (-0.714854, 0.147299, 0.819442)
N (-4.664224, -4.703261, -1.661648)
N (-2.037194, -0.335201, 5.299972)
N (2.512756, 1.523769, -3.023748)
N (1.087796, 3.765029, 6.537052)
N (-2.868014, 3.262989, -0.614958)
N (6.538366, 0.445689, 1.209432)
C (-3.031454, 3.217199, 0.969342)
C (-3.792834, -1.409601, 3.546032)
C (1.927796, -7.800271, 2.152882)
C (3.352676, 0.384509, -2.418528)
C (-6.216244, -2.692601, -4.161108)
C (3.119226, 4.718799, 1.175902)
C (-5.790364, -5.299861, -5.684148)
C (-3.823974, -2.049191, -5.056638)
C (-4.857624, 1.731959, -0.934468)
C (2.316676, -4.416141, 0.512382)
C (2.796046, 1.832799, -4.526478)
C (2.846406, 2.863859, -2.289178)
C (-0.908114, -6.782901, 2.556752)
C (-3.437304, 1.946459, -1.272238)
C (-3.230874, -2.081461, -3.654128)
C (-1.207064, -1.647921, 5.062672)
C (-6.481394, -4.395711, -6.621618)
C (-1.802934, -1.540241, -3.649938)
C (4.784816, 6.174039, -0.190058)
C (2.628576, 3.959749, -3.373438)
C (2.230146, -5.972831, 0.520842)
C (-3.368814, 4.542869, -1.266538)
C (6.302216, 5.006069, -2.073608)
C (-2.108734, 0.237889, 6.694942)
C (1.979056, -5.269571, 2.812682)
C (-4.647824, -4.532921, -5.072468)
C (6.777276, 7.045529, -3.298498)
C (3.022766, -0.978031, -3.083798)
C (-5.720734, -3.120171, -6.600188)
C (7.068376, 5.557479, -3.260848)
C (4.480456, 4.705059, 0.430552)
C (-1.681784, 3.725089, 1.642402)
C (-2.408384, 1.757089, 6.567692)
C (-5.465284, 0.298329, -1.440578)
C (-3.530624, -0.682081, 4.954602)
C (-1.454274, 0.816099, 4.483142)
C (-0.869944, 4.184529, 0.459292)
C (0.995006, 1.253439, -2.913928)
C (-2.416034, -6.546721, 2.306202)
C (-5.236934, -1.811461, 3.324442)
C (2.067236, -3.968141, 1.944332)
C (-1.291794, 3.252669, -0.706188)
C (3.102426, 3.345709, -4.643118)
C (-2.069144, 2.110769, 5.067492)
C (6.074776, 7.439709, -2.042398)
C (-0.009894, -6.214711, 1.456952)
C (7.300456, 6.174249, -0.189908)
C (3.778016, -2.156991, -2.362788)
H (-0.383134, 0.685809, 4.637372)
H (7.649656, 7.670279, -3.490218)
H (3.378066, -3.032951, -2.873508)
H (-6.388274, -2.269151, -6.735298)
H (6.225756, 7.205699, -4.224928)
H (3.007636, 5.557859, 1.862652)
H (4.865476, -2.216711, -2.318568)
H (3.896266, 2.783649, -2.007288)
H (5.207926, 4.697559, 1.242242)
H (-7.508134, -4.318451, -6.263958)
H (-1.174844, 5.175149, 0.121952)
H (-5.152234, 1.881519, 0.104252)
H (0.884116, 0.928869, -1.879298)
H (-0.906134, 2.286459, -0.380918)
H (3.403796, -2.268671, -1.345148)
H (0.541976, 2.213919, -3.159568)
H (-3.889544, -4.704331, -5.836488)
H (6.782406, 5.007619, -4.157498)
H (-4.778354, -0.523211, -1.237328)
H (-5.831954, -0.917761, 3.512452)
H (2.816046, -3.362731, 2.455082)
H (0.745816, 0.492389, -3.653398)
H (-0.189904, -5.158111, 1.258702)
H (-4.942344, -2.997461, -7.353278)
H (5.042136, 7.740829, -2.218708)
H (-3.286314, -2.346771, 3.315272)
H (4.851596, 7.066509, 0.432152)
H (-0.212914, -6.747111, 0.527742)
H (-3.142804, 4.303369, -2.305608)
H (3.258916, -6.322201, 0.608452)
H (-3.799424, -1.349061, -3.081038)
H (-1.120884, -2.034231, -4.341948)
H (-1.763364, 2.267449, 7.282942)
H (2.755896, 3.742059, -5.597538)
H (6.670226, 4.145589, -1.514818)
H (3.273676, -4.143641, 0.067422)
H (-3.000224, 2.382419, 4.570092)
H (1.597016, 4.303489, -3.449758)
H (3.334096, -0.882361, -4.124008)
H (-6.629504, -4.794701, -7.625098)
H (-4.003544, 0.299939, 4.945652)
H (-4.247224, -4.777101, -4.088598)
H (2.957926, -7.996331, 1.855422)
H (1.071886, -3.546001, 2.082812)
H (-5.473804, 0.259499, -2.529848)
H (1.572116, -3.898921, -0.092788)
H (7.242726, 5.242059, 0.372052)
H (-3.589964, -0.764171, 2.691422)
H (-6.671904, -1.759531, -4.492538)
H (-1.390214, 2.948589, 4.908712)
H (-6.443944, -5.692401, -4.905138)
H (-0.698304, -7.843041, 2.698822)
H (-1.893744, 4.496679, 2.382542)
H (7.109376, 7.038799, 0.445812)
H (5.301596, 4.686959, -2.365208)
H (0.168376, 4.019959, 0.747232)
H (2.915566, -5.680251, 3.190022)
H (-1.402394, -1.369451, -2.650688)
H (1.197296, -5.205581, 3.569562)
H (-6.904754, -3.516701, -3.974278)
H (-3.153234, -3.104771, -3.286818)
H (2.230396, 3.004879, -1.401058)
H (-1.843184, -0.495541, -3.958268)
H (1.965526, -1.232931, -3.010538)
H (-4.436524, 4.496809, -1.052138)
H (-3.240244, 1.903129, -2.343408)
H (1.557476, -8.251841, 3.073232)
H (-0.546884, -1.662311, 5.929882)
H (-0.889254, 3.517839, -1.683808)
H (-3.426964, 1.962219, 6.897122)
H (1.863276, -6.410711, -0.407478)
H (-2.709544, -6.733241, 1.273162)
H (-0.509534, -6.498681, 3.530642)
H (-3.108674, -2.531321, -5.722978)
H (-1.897024, -2.491371, 5.036992)
H (1.397456, -8.431271, 1.439672)
H (-5.497564, 2.427459, -1.477488)
H (-1.125474, 0.077759, 7.137272)
H (-2.607284, -5.484341, 2.457402)
H (1.850836, 1.720839, -5.057648)
H (-5.477544, -6.180651, -6.244898)
H (-1.336234, 2.839909, 2.176402)
H (-2.748524, -0.329891, 7.370512)
H (3.160756, 0.319959, -1.347498)
H (4.578896, 3.984229, -0.381128)
H (-5.670974, -2.606111, 3.931262)
H (6.574356, 8.240919, -1.497798)
H (3.459946, 1.174359, -5.086648)
H (3.161326, 4.847909, -3.033668)
H (-0.487964, -1.625161, 4.243852)
H (8.208106, 6.324769, -0.774388)
H (-6.441784, -0.050981, -1.105128)
H (4.170166, 3.562509, -4.610858)
H (-1.607304, 0.647259, 3.417232)
H (2.311126, 4.788949, 0.447782)
H (3.903096, 6.442579, -0.771908)
H (-4.076994, -1.323341, 5.646232)
H (-5.449634, -2.032611, 2.278512)
H (4.400836, 0.649289, -2.557668)
H (-2.936914, 5.488909, -0.940068)
H (-5.954924, -2.457891, -3.129248)
H (-3.070864, -7.183681, 2.900822)
H (8.137096, 5.418439, -3.097718)
H (2.871836, 3.916759, 1.871342)
H (-3.921724, 3.818699, 1.152952)
H (-4.102984, -1.075501, -5.459348)
H (-3.187254, 2.172989, 1.240392)
H (-2.814734, 1.156319, -0.852478)

Cartesian forces, eV/Å:
-1.5 -5.7 -0.6
-2.0 -2.0 0.4
2.2 -2.2 11.1
10.2 3.0 3.2
2.7 -0.4 -2.9
6.0 4.1 0.4
4.8 3.3 5.3
-5.3 -14.3 -2.1
-0.6 1.5 -0.9
-0.8 0.7 -1.4
-0.5 -0.2 0.0
0.5 0.2 -0.7
0.4 0.1 0.2
-0.8 -1.5 -0.4
-0.1 -0.2 -0.4
0.1 0.6 0.2
-0.1 1.6 0.7
-1.4 0.2 -3.1
-0.9 0.8 0.2
0.1 0.6 -1.8
1.7 2.3 -1.9
-2.0 0.8 -1.3
1.6 2.4 -2.7
-3.0 -0.7 1.4
0.9 -0.2 -1.4
-3.4 -0.1 2.2
1.6 -0.9 0.5
-2.0 -0.4 -1.1
-0.1 0.9 1.2
-2.1 2.2 0.6
0.4 0.2 0.0
-3.1 -0.3 0.3
0.4 -0.8 -1.8
0.1 0.6 -1.1
-2.1 -0.3 0.1
3.6 8.3 2.8
-0.6 -3.3 -0.9
-1.8 -1.8 -1.2
0.1 0.7 -0.4
0.6 1.4 -8.2
2.7 -0.7 0.9
-7.4 -2.2 -0.8
0.1 0.5 -0.8
0.1 0.1 0.0
-1.4 -0.1 -1.4
-0.7 -0.8 -0.5
1.0 0.3 0.1
-0.3 0.3 -0.4
-0.1 -2.1 1.5
-0.4 -2.3 -0.4
-3.4 -1.5 -0.9
-0.4 -0.2 -0.4
-0.9 0.9 -0.3
-0.5 -0.3 -1.4
0.3 -0.8 0.2
1.2 0.4 1.1
0.5 0.8 -0.5
0.2 1.2 1.8
-1.6 0.1 -0.5
-0.1 1.4 -0.3
-0.5 -1.7 -1.1
-1.0 0.1 1.5
0.9 1.2 0.4
-0.6 -2.0 0.0
-1.9 0.1 0.8
1.4 0.1 0.7
-0.7 -0.7 -1.3
1.0 0.5 -0.6
0.3 0.3 -1.8
1.6 0.4 1.0
0.3 2.1 0.6
1.1 -0.6 1.0
0.3 3.2 1.5
-2.6 -0.6 -0.6
0.6 -0.6 -0.2
1.9 0.4 -0.2
0.2 -0.2 -2.8
-0.4 -0.2 0.4
-0.1 -0.6 -0.7
2.0 0.2 0.2
0.7 0.5 -0.1
-1.3 1.3 0.3
0.0 -1.4 1.9
-0.2 0.1 1.6
1.8 -0.6 -0.1
-0.2 -0.7 0.5
-0.5 -0.5 1.4
-0.1 -0.5 1.0
-1.4 0.8 0.1
-1.3 0.0 -0.4
0.1 0.6 0.3
0.3 -0.3 0.4
0.4 -0.3 0.0
0.2 0.2 0.3
-0.7 0.4 0.4
0.3 0.5 -0.3
-0.1 0.5 -0.4
-0.1 0.0 0.0
0.4 -1.3 -0.4
0.0 0.7 0.0
0.7 0.4 0.6
0.6 -0.2 0.1
-0.6 0.0 -0.1
-0.5 -0.4 -0.5
0.0 0.4 0.1
-0.3 -0.2 0.2
0.7 0.7 0.3
0.1 0.2 0.0
0.1 0.1 0.6
-0.5 0.1 0.2
-0.1 0.4 -0.5
-0.1 0.1 0.3
0.0 0.0 0.1
0.2 -0.4 0.2
0.0 -0.2 0.2
0.9 0.4 0.7
0.5 -0.6 0.7
0.4 -0.1 0.0
-0.4 0.8 -0.2
-0.1 -0.2 0.3
-0.2 -0.8 0.7
0.1 -0.3 0.3
0.2 0.0 -0.2
-0.3 0.1 0.3
0.6 0.2 -0.1
0.1 0.1 0.4
-0.1 -0.2 -0.3
-0.3 -0.3 0.3
-0.2 -0.4 -0.2
0.5 0.1 -0.1
-0.3 -0.1 0.0
-0.5 -0.1 -0.1
0.1 0.6 0.9
0.2 0.6 -0.4
-0.3 0.5 -0.2
-0.2 -0.5 -0.2
0.5 0.1 0.1
0.5 0.3 0.2
-0.3 -0.4 -0.5
0.1 -0.1 0.5
-0.2 0.1 -0.1
-0.2 -0.4 -0.8
0.1 0.1 -0.2
0.6 -0.2 0.3
-0.2 0.2 -0.3
0.2 0.6 -0.6
0.0 0.4 0.2
0.1 -1.1 0.2
0.4 0.0 0.2
0.0 -0.1 -1.0
-0.7 0.2 0.4
0.1 -0.4 0.0
-0.1 0.3 -0.7
0.0 0.2 -0.1
0.0 0.5 -0.4
0.0 0.6 -0.1
0.6 0.9 0.5
-0.2 -0.4 0.3
-0.5 0.1 -0.1
-0.1 0.1 -0.5
-0.7 -0.1 0.5
0.3 -0.2 -0.1
-0.6 1.0 0.3
0.1 0.3 -0.3
0.3 0.2 0.0
-0.3 0.2 -0.4
0.1 0.4 0.0
0.3 0.4 -0.2
-0.4 -0.1 0.2
-0.2 -0.3 0.3
0.6 0.0 0.4
0.7 0.3 -0.2
-0.5 0.0 -0.5
-0.2 0.4 0.0
0.1 -0.2 0.7
0.4 -0.1 0.1
-0.1 -0.1 0.0
0.4 -0.1 0.9
0.2 0.0 -0.3
-0.9 0.5 -0.5
-0.1 -0.3 0.0
0.0 0.8 0.4
0.3 -0.5 -0.5
-0.4 -0.1 0.1
-0.3 0.1 -0.1
0.2 -0.1 -0.9
0.9 0.2 0.8
0.4 -0.3 0.0
0.0 0.1 -0.1
0.2 -0.5 0.3
1.3 -0.2 -0.1
0.2 0.2 0.3
0.0 -0.3 -0.1
0.7 -0.7 -0.5
0.1 -0.1 0.3
-0.2 -0.1 0.2
-0.2 0.1 -0.2
0.1 0.0 0.3

Its LUMO energy is -4.48 eV. As for the net charge: +2. The HOMO energy is -11.29 eV. The value obtained for the total energy is -207583.09786 eV.

=====

> Which of these has the lowest net charge?

C8H13FOS